1) C2H4N4O | ωB97M-V with the def2-TZVPD basis set

Values from the calculation:
- SMILES = [H]/N=c1/[nH]cnn1O
- HOMO energy (Ha) = -0.294
- gap between HOMO and LUMO (eV) = 8.57
- LUMO level (eV) = 0.6

Last column: Löwdin charge in e.
Atoms and positions in Å:
C  1.43  -0.77  -0.31  -0.115
C  -0.51  -0.06  0.73  -0.456
H  -0.86  1.57  -2.02  0.229
H  2.37  -1.37  -0.44  0.132
H  1.07  -1.16  1.72  0.130
H  -1.94  0.85  0.81  0.032
N  -0.33  0.35  -0.56  -0.241
N  0.69  -0.21  -1.20  0.086
N  0.72  -0.62  0.95  0.118
N  -1.33  0.51  1.60  0.083
O  -1.30  0.90  -1.27  0.002

2) C2H4N4O | ωB97M-V with the def2-TZVPD basis set

Values from the calculation:
- HOMO energy (Ha) = -0.320
- gap between HOMO and LUMO (eV) = 9.27
- LUMO level (eV) = 0.6

Last column: Löwdin charge in e.
Atoms and positions in Å:
C  -1.14  0.22  0.48  -0.020
C  0.14  0.41  0.72  -0.569
N  0.86  -1.04  -1.91  0.065
N  1.10  0.61  -0.30  0.077
N  1.29  0.00  -1.60  -0.220
N  -1.92  -0.72  0.90  0.132
O  0.45  0.99  1.77  0.031
H  1.82  1.19  0.06  0.117
H  1.95  0.53  -2.22  0.153
H  -1.71  -1.68  1.32  0.163
H  -2.85  -0.52  0.79  0.071

Ranking the structures above from most stable to least stable yields 1), 2).